ORCA calculation (wB97M-V/def2-TZVPD) on a molecular structure, C31H28Cl3GeHgN6O5 in a non-equilibrium geometry.

The orbital gap is 6.8 eV. The energy above the lowest of the compared OMol25 structures with the same formula, charge and spin comes out at 118.51 kJ/mol. The calculation puts the LUMO energy at 1.862 eV. Its charge is -1. As for the spin multiplicity: 1. The largest force on an atom is 1.72 eV/Å.

CARTESIAN COORDINATES (ANGSTROEM)
Hg  0.559  0.245  0.798
O  4.527  -0.998  0.045
C  3.357  -1.028  0.434
N  2.656  -0.002  0.904
C  3.410  1.225  1.043
C  2.655  2.281  1.789
C  3.343  3.361  2.334
C  2.636  4.335  3.009
C  1.260  4.200  3.132
C  0.653  3.091  2.575
N  1.337  2.163  1.916
C  2.603  -2.333  0.517
C  2.188  -2.765  1.778
C  1.541  -3.980  1.893
C  1.360  -4.737  0.744
C  1.830  -4.234  -0.455
N  2.442  -3.067  -0.577
H  3.686  1.616  0.050
H  4.353  1.013  1.570
H  4.413  3.414  2.208
H  3.152  5.176  3.448
H  0.677  4.939  3.657
H  -0.413  2.930  2.662
H  2.377  -2.141  2.639
H  1.184  -4.321  2.856
H  0.865  -5.698  0.772
H  1.723  -4.796  -1.378
C  1.331  3.618  -1.350
O  0.412  2.703  -0.802
C  -0.815  3.143  -0.415
C  -1.189  4.474  -0.304
C  -2.471  4.810  0.109
C  -3.395  3.824  0.399
C  -3.046  2.493  0.263
C  -1.762  2.136  -0.136
N  -1.376  0.792  -0.216
N  -2.321  0.036  -0.645
C  -2.349  -1.294  -0.613
C  -1.462  -2.131  0.146
O  -0.353  -1.743  0.623
C  -1.892  -3.483  0.395
C  -2.942  -4.035  -0.250
C  -3.727  -3.276  -1.163
C  -4.757  -3.871  -1.904
C  -5.519  -3.125  -2.769
C  -5.270  -1.757  -2.903
C  -4.266  -1.155  -2.184
C  -3.459  -1.899  -1.311
H  1.706  4.329  -0.602
H  0.881  4.166  -2.186
H  2.153  3.008  -1.722
H  -0.482  5.260  -0.519
H  -2.734  5.853  0.216
H  -4.381  4.085  0.754
H  -3.744  1.698  0.478
H  -1.295  -4.054  1.087
H  -3.203  -5.073  -0.096
H  -4.936  -4.931  -1.780
H  -6.314  -3.590  -3.336
H  -5.866  -1.168  -3.587
H  -4.060  -0.100  -2.279
Cl  -1.401  -1.955  4.815
Ge  -0.352  -0.400  3.542
Cl  -2.220  0.866  3.074
Cl  0.411  0.933  5.254
N  2.135  -1.822  -3.454
C  3.261  -1.086  -2.890
C  2.728  0.219  -2.319
O  3.345  1.249  -2.259
O  1.459  0.107  -1.923
H  2.258  -2.821  -3.362
H  1.992  -1.592  -4.430
H  1.173  -0.800  -2.187
H  4.083  -0.884  -3.583
H  3.662  -1.647  -2.038